# 1
Density functional theory data (the ωB97M-V functional and the def2-TZVPD basis) for a 2-piece molecular cluster, C29H30N4O6 overall in a non-equilibrium geometry.

The geometry in XYZ format:
```
69
Properties=species:S:1:pos:R:3:forces:R:3:nbo_charge:R:1
O 3.31929 -3.69761 -2.68017 0.010 -0.148 0.341 -0.621
O -5.49782 4.83430 1.13902 -0.154 -0.510 0.032 -0.629
O -7.69727 1.68099 1.04846 0.692 -0.049 0.417 -0.629
N 4.28455 -0.61429 -0.01607 -0.691 -1.244 -0.472 -0.745
O -0.31743 0.88579 5.11959 0.510 -0.174 -0.066 -0.714
O 1.32651 -0.72977 3.71162 -0.052 -0.313 -0.670 -0.693
O 2.65178 -1.20924 1.37005 -1.182 -1.285 0.031 -0.455
C 3.76866 -2.87194 -1.89297 0.939 -0.417 -2.522 0.655
C -4.47597 4.31494 0.71524 -0.496 1.663 0.368 0.673
C -6.75229 2.12041 0.40293 -0.772 -0.133 0.963 0.681
C 3.32961 -1.46340 0.21201 2.109 2.530 0.164 0.558
C 2.99461 -2.56866 -0.68645 -1.703 -0.510 1.894 -0.230
C 1.90247 -3.34557 -0.34883 1.279 1.201 -0.090 -0.026
C -0.67598 -3.52605 2.39033 0.397 0.108 -0.371 -0.210
C -1.66878 0.73036 3.14825 -0.477 0.339 0.553 -0.299
C -2.51422 1.85693 5.14192 -0.315 -0.415 -1.215 -0.304
C -0.24447 -2.48928 3.22529 0.247 -0.365 -0.662 -0.257
C 0.02294 -3.81239 1.21376 -0.351 0.194 0.678 -0.184
C 5.93493 -3.41613 -4.06069 0.029 -0.034 -0.122 -0.198
C 6.29448 -1.05001 -3.76604 0.277 -0.042 -0.534 -0.169
C 6.71114 -3.39106 -5.22258 -0.192 0.733 0.496 -0.208
C 7.06673 -1.01978 -4.93174 -0.334 -0.589 0.467 -0.227
C -2.89809 0.94054 2.50447 0.222 0.552 1.458 -0.196
C -3.73459 2.09433 4.47995 0.962 -0.608 -0.544 -0.173
C -1.48178 1.16340 4.47653 -1.766 0.596 -0.459 0.362
C 0.88426 -1.73484 2.88655 -0.205 0.500 0.711 0.250
C 1.57504 -2.00249 1.69364 -0.390 -0.230 0.209 0.320
C 1.14813 -3.05471 0.86399 0.178 -0.006 -0.178 -0.169
C 5.70900 -2.24228 -3.33093 0.296 -0.329 -0.852 0.113
C 7.27802 -2.19097 -5.66959 -0.093 -0.155 0.108 -0.032
C -3.93574 1.62928 3.16463 0.199 -0.031 -0.392 -0.036
N 4.94444 -2.20005 -2.16597 -1.088 0.106 1.570 -0.617
N -7.02884 2.65919 -0.79285 0.719 0.339 -1.250 -0.602
N -4.32108 2.99905 0.55949 -0.318 -1.334 -0.500 -0.623
C -3.30250 5.18091 0.32049 -0.038 -0.102 0.052 -0.710
C 8.09898 -2.15348 -6.92890 0.029 -0.041 0.011 -0.626
C -6.12678 3.10170 -1.85493 -0.116 0.090 0.488 -0.409
C -5.29024 1.83179 2.49976 -0.369 0.004 0.217 -0.420
C -5.30747 1.97975 0.96190 0.506 0.343 0.273 -0.125
H 4.38077 0.09691 0.70752 -0.272 -0.299 0.003 0.369
H -0.25618 1.36169 5.95240 -0.028 -0.013 0.041 0.501
H 0.60326 -0.32407 4.23795 0.475 -0.362 -0.177 0.508
H 1.60105 -4.18139 -0.97723 0.169 0.225 0.040 0.251
H -1.54850 -4.11445 2.66032 0.141 0.117 -0.037 0.222
H -0.87299 0.23340 2.62025 0.164 -0.100 -0.018 0.226
H -2.37941 2.19476 6.15785 0.068 0.042 0.168 0.211
H -0.78191 -2.27511 4.14364 0.132 0.069 -0.057 0.226
H -0.31222 -4.62396 0.57340 0.157 0.147 0.029 0.221
H 5.50465 -4.35576 -3.72988 -0.015 0.230 0.005 0.234
H 6.13618 -0.13475 -3.20484 -0.042 -0.072 0.003 0.204
H 6.86456 -4.31036 -5.77907 0.025 0.104 0.040 0.210
H 7.50346 -0.08289 -5.26438 -0.028 -0.085 0.035 0.209
H -3.03693 0.55988 1.50406 0.032 -0.024 -0.101 0.205
H -4.53357 2.61776 4.98917 0.027 0.036 -0.012 0.222
H 5.11012 -1.41553 -1.53670 0.013 -0.017 0.046 0.443
H -8.01838 2.72106 -0.97949 0.082 -0.118 0.147 0.410
H -3.42934 2.67860 0.22376 -0.010 -0.061 0.034 0.401
H -3.56211 6.22311 0.50322 0.002 -0.172 -0.027 0.247
H -2.43628 4.91345 0.92304 0.188 0.007 -0.100 0.228
H -3.08513 5.03938 -0.73612 0.212 0.015 -0.078 0.222
H 9.06628 -1.67978 -6.73613 -0.088 -0.023 -0.145 0.216
H 7.57498 -1.58188 -7.70051 0.154 -0.038 -0.018 0.217
H 8.27999 -3.16350 -7.30937 -0.020 0.179 0.022 0.213
H -5.24461 2.46274 -1.90438 -0.070 0.082 -0.049 0.197
H -5.82755 4.13556 -1.67569 0.167 0.011 -0.142 0.199
H -6.64337 3.05420 -2.81453 -0.004 -0.077 0.137 0.211
H -5.75812 2.71940 2.92849 -0.078 -0.044 -0.035 0.239
H -5.91136 0.97748 2.77276 -0.211 0.102 -0.102 0.244
H -4.96156 1.03442 0.54930 0.158 -0.096 -0.253 0.219
```
Positions in Å, forces in eV/Å.

The value obtained for the HOMO-LUMO gap is 7.410 eV. Its net charge is 0. The value obtained for the HOMO energy is -8.009 eV. For the molecular weight, the calculation gives 530.58 g/mol. The energy above the lowest of the compared OMol25 structures with the same formula, charge and spin comes out at 0.0 kJ/mol.

---

# 2
Density functional theory data (the ωB97M-V functional and the def2-TZVPD basis) for C29H30N5OS5Y as an isolated structure in a non-equilibrium geometry.

The geometry in XYZ format:
```
71
Properties=species:S:1:pos:R:3:forces:R:3:nbo_charge:R:1
Y -0.64605 -0.46782 0.44523 -1.552 -0.504 -0.637 1.610
C -0.37981 -1.94709 -2.78468 0.103 0.009 0.053 -0.409
N 0.70224 -1.56218 -1.85466 0.098 -0.146 0.105 -0.506
C 1.49908 -0.46027 -2.41202 -0.071 -0.020 0.005 -0.237
C 2.40369 0.11159 -1.34771 0.020 0.055 0.043 -0.220
N 1.72549 0.96487 -0.34106 -0.028 0.024 0.108 -0.486
C 2.67488 1.09605 0.77648 -0.010 0.001 -0.073 -0.401
C 1.37588 2.27394 -0.90037 0.159 -0.121 0.065 0.062
C 2.32838 3.29431 -0.89105 -0.119 0.007 -0.015 -0.188
C 2.04532 4.55967 -1.37993 -0.044 -0.046 0.002 -0.270
C 0.78097 4.80825 -1.89767 0.000 -0.022 0.010 -0.215
C -0.15857 3.79485 -1.93378 -0.014 -0.022 -0.026 -0.226
C 0.10349 2.49921 -1.45464 -0.005 0.036 -0.026 -0.146
S -1.13572 1.27052 -1.61712 0.019 0.155 0.124 -0.374
C 1.52080 -2.74111 -1.57646 -0.025 0.153 -0.129 0.188
C 2.45856 -3.18333 -2.50823 -0.022 -0.009 0.079 -0.255
C 3.23974 -4.30605 -2.28073 -0.025 0.000 0.052 -0.258
C 3.06717 -5.01390 -1.09791 -0.026 0.034 -0.009 -0.219
C 2.11682 -4.60093 -0.18177 -0.013 0.024 0.031 -0.233
C 1.31395 -3.46695 -0.39443 -0.025 0.043 0.089 -0.184
S 0.07430 -3.05777 0.76944 0.038 -0.261 -0.045 -0.366
H -0.98926 -2.71798 -2.31901 0.008 -0.021 0.006 0.242
H 0.04853 -2.31481 -3.72685 -0.043 -0.014 -0.026 0.158
H -1.01472 -1.08399 -2.96994 0.011 0.002 -0.004 0.237
H 0.80795 0.29244 -2.78412 0.014 0.009 0.017 0.251
H 2.11467 -0.77862 -3.25918 0.008 -0.016 -0.046 0.173
H 3.22131 0.68800 -1.80177 -0.008 0.006 -0.044 0.184
H 2.85813 -0.72192 -0.80404 0.025 -0.002 -0.005 0.211
H 3.67737 1.37782 0.43376 0.021 0.025 0.002 0.170
H 2.76350 0.13613 1.27823 0.008 0.006 -0.026 0.208
H 2.32365 1.84452 1.48482 -0.005 -0.016 0.004 0.213
H 3.31406 3.10618 -0.48863 0.002 0.012 0.001 0.195
H 2.80064 5.33493 -1.35175 -0.007 -0.002 0.000 0.201
H 0.52736 5.79099 -2.27713 -0.004 -0.002 -0.001 0.203
H -1.14137 3.97857 -2.35156 0.013 0.007 0.008 0.217
H 2.58189 -2.64744 -3.43999 0.001 -0.006 -0.010 0.202
H 3.96573 -4.62328 -3.01863 -0.001 0.000 -0.002 0.201
H 3.66504 -5.89407 -0.89263 0.002 -0.002 -0.003 0.201
H 1.95890 -5.16252 0.73150 0.005 0.002 -0.013 0.212
O -2.40274 -1.45189 -0.65043 0.429 0.669 0.518 -0.754
N -3.71396 -1.17038 -0.39598 0.081 -0.059 -0.379 -0.083
C -4.59784 -1.32722 -1.47406 0.357 0.043 0.475 -0.110
C -5.92478 -1.07564 -1.29796 -0.337 0.071 0.106 -0.252
C -6.43783 -0.66985 -0.05413 0.602 -0.040 0.195 -0.370
C -5.48528 -0.54269 1.02997 -0.876 0.056 -0.202 -0.323
C -4.16150 -0.79783 0.85911 0.809 -0.128 -0.199 0.035
S -2.94675 -0.60449 2.12421 0.184 -0.139 -0.238 -0.407
H -4.13607 -1.64888 -2.39222 0.035 0.010 -0.003 0.202
H -6.57666 -1.20248 -2.15577 -0.018 0.012 0.028 0.195
H -7.48840 -0.46756 0.09030 -0.010 0.006 0.024 0.188
H -5.80209 -0.24206 2.02049 -0.033 0.000 -0.031 0.205
C -3.08487 2.75187 0.73891 0.101 -0.128 -0.073 -0.694
C -1.84756 2.76522 1.56205 0.058 -0.254 -0.032 0.144
N -1.01912 1.76984 1.76953 0.144 0.272 0.210 -0.502
C -0.16292 2.06141 2.81180 0.174 -0.678 -0.108 0.103
C -0.24090 3.31795 3.30403 0.122 0.192 0.206 -0.452
S -1.49775 4.14054 2.51926 -0.212 0.398 0.057 0.457
C 0.64130 0.98043 3.41090 -0.313 0.012 -0.621 0.119
C 1.21455 1.05521 4.63109 0.047 0.254 0.274 -0.451
S 2.09221 -0.36071 4.93348 0.272 -0.117 0.417 0.457
C 1.62827 -1.00571 3.42561 -0.071 -0.078 -0.328 0.107
N 0.84918 -0.21343 2.73054 -0.035 0.209 0.200 -0.495
C 2.19918 -2.32936 3.03341 -0.054 0.055 0.005 -0.669
H -2.84846 2.68936 -0.32043 0.022 0.000 -0.098 0.277
H -3.68577 3.63696 0.94720 0.000 -0.019 -0.021 0.211
H -3.64527 1.84753 0.99818 -0.012 0.033 0.000 0.292
H 0.33883 3.76442 4.09450 -0.003 -0.019 -0.026 0.237
H 1.14135 1.85352 5.35005 0.004 -0.010 -0.028 0.243
H 3.04414 -2.56658 3.68141 -0.003 -0.005 -0.003 0.210
H 2.52021 -2.31901 1.99332 0.029 0.009 0.012 0.257
H 1.44331 -3.10932 3.10161 0.000 -0.006 -0.002 0.279
```
Positions in Å, forces in eV/Å.

As for the expectation value of S²: 0.77. The value obtained for the HOMO-LUMO gap (alpha / beta) is 2.850 / 5.760 eV. Its net charge is -1. The value obtained for the HOMO energy (alpha / beta) is -0.938 / -3.849 eV. For the molecular weight, the calculation gives 713.83 g/mol. As for the spin multiplicity: 2.

---

# 3
Density functional theory data (the ωB97M-V functional and the def2-TZVPD basis) for C29H30NO4Zn as an isolated structure in a non-equilibrium geometry.

The geometry in XYZ format:
```
65
Properties=species:S:1:pos:R:3:forces:R:3:nbo_charge:R:1
C 2.32121 -0.46194 1.32883 -0.168 0.430 -0.190 -0.227
C 2.40293 -1.18777 0.11987 0.525 0.915 0.058 -0.279
C 1.95777 -0.36032 -0.92280 -0.263 0.067 0.165 -0.344
H 2.82410 -2.18833 0.00224 -0.234 0.353 0.069 0.203
C 1.45683 0.85327 -0.36578 0.317 0.110 -0.034 -0.507
C 1.70595 0.80073 1.06596 0.866 -0.454 -0.154 -0.508
H 1.23383 1.77310 -0.91917 0.119 -0.355 0.223 0.203
C -1.00367 -2.42816 1.90819 0.265 -0.433 -0.546 -0.228
C -0.14107 -3.36642 1.33077 -0.845 0.662 0.305 -0.319
C -0.21637 -3.22502 -0.09250 -0.974 0.541 -0.082 -0.291
H 0.48728 -4.07653 1.86298 -0.104 0.223 -0.072 0.196
C -1.14572 -2.22780 -0.39914 0.694 -0.677 0.874 -0.088
C -1.61261 -1.63704 0.85272 0.853 0.244 -0.076 -0.651
H 2.00686 -0.60555 -1.98192 -0.198 0.015 0.188 0.199
H 1.71021 1.67455 1.72780 -0.127 -0.466 -0.228 0.227
H 2.72690 -0.78325 2.29022 -0.536 0.052 -0.336 0.209
H -2.53068 -1.05004 0.96374 -0.023 -0.480 0.030 0.222
H 0.36770 -3.77954 -0.81742 -0.035 0.020 0.049 0.195
H -1.22629 -2.31019 2.96295 0.214 -0.005 -0.187 0.208
Zn -0.52053 0.44100 0.84884 1.497 -2.001 1.437 1.612
C -1.61984 -1.75135 -1.73917 0.177 0.171 0.254 -0.075
C -3.15037 -1.84177 -1.77042 -0.256 -0.056 -0.235 -0.601
C -1.02380 -2.54378 -2.90180 -0.019 -0.015 -0.170 -0.600
H -3.47136 -2.87228 -1.57142 0.196 0.166 0.039 0.215
H -3.54279 -1.56848 -2.75450 -0.016 0.089 -0.060 0.186
H -3.62478 -1.18708 -1.03534 0.146 -0.103 -0.085 0.226
H -1.26805 -3.61145 -2.82769 -0.016 0.226 0.058 0.216
H 0.06868 -2.44610 -2.94502 -0.198 0.005 0.091 0.216
H -1.44289 -2.15827 -3.83969 0.114 -0.101 -0.008 0.193
C -1.09760 -0.29550 -1.81448 -0.569 1.343 -0.271 -0.461
C -1.95813 0.75233 -2.50624 -0.803 0.097 1.757 0.717
H -0.05066 -0.26877 -2.14223 -0.503 -0.052 0.126 0.276
H -1.13283 0.13006 -0.77342 -0.200 -0.673 -1.579 0.097
O -2.93676 1.19191 -1.87906 1.299 -0.518 -2.063 -0.601
N -1.48536 1.23714 -3.74677 -0.755 0.750 -0.084 -0.681
C -0.32542 2.15864 -3.56727 -0.073 -0.179 0.267 -0.239
H -2.24259 1.71902 -4.23460 0.219 -0.007 0.373 0.381
C 0.99409 1.52550 -3.92227 0.401 -0.115 -0.326 -0.043
C 2.17678 2.18629 -3.55327 -0.168 -0.438 -0.165 -0.202
H 2.09815 3.13010 -2.99697 0.184 -0.439 -0.188 0.210
C 3.41347 1.62786 -3.88021 -0.279 0.167 -0.085 -0.197
H 4.32216 2.14427 -3.56720 -0.186 -0.238 -0.130 0.213
C 3.47453 0.43395 -4.60945 -0.217 0.092 0.131 -0.241
H 4.44597 0.02182 -4.88319 -0.269 0.031 0.102 0.210
C 2.29458 -0.21978 -4.97762 -0.167 0.361 0.112 -0.154
H 2.32726 -1.14758 -5.54399 0.081 0.128 0.112 0.202
C 1.04691 0.32297 -4.63611 0.391 0.239 0.031 -0.240
H 0.10530 -0.15784 -4.92618 0.506 0.130 0.183 0.236
H -0.26733 2.50322 -2.51567 -0.116 -0.066 -0.405 0.205
H -0.47703 3.06586 -4.17702 -0.097 -0.417 0.153 0.215
O -1.47878 3.03652 4.17038 -0.139 -0.089 -0.100 -0.712
C -1.05758 2.30679 5.21523 0.311 -0.302 0.066 0.440
C -1.13074 2.86303 6.51244 0.050 -0.530 -0.124 -0.329
C -0.67002 2.11113 7.59379 0.105 -0.142 -0.368 -0.183
C -0.08287 0.85272 7.39099 -0.140 -0.043 -0.209 -0.288
C 0.00800 0.32097 6.10080 -0.056 0.217 0.277 -0.129
C -0.49222 1.01052 4.99876 -0.118 1.189 0.686 -0.286
C -0.26678 0.47665 3.62388 0.940 -1.475 -0.542 0.776
O 0.47139 -0.50435 3.44507 -1.461 1.769 0.550 -0.625
O -0.88940 1.13339 2.65021 -0.045 -0.098 0.465 -0.941
H -1.36323 2.43215 3.36730 -0.070 0.345 0.361 0.512
H -1.54643 3.86622 6.65643 0.124 -0.449 -0.179 0.214
H -0.75857 2.51089 8.60504 0.083 -0.059 -0.248 0.201
H 0.30969 0.28225 8.23158 -0.124 0.161 -0.144 0.203
H 0.49263 -0.63455 5.91000 -0.115 0.162 0.080 0.235
```
Positions in Å, forces in eV/Å.

The value obtained for the HOMO-LUMO gap is 6.264 eV. Its net charge is -1. The value obtained for the HOMO energy is -3.807 eV. For the molecular weight, the calculation gives 521.95 g/mol. The energy above the lowest of the compared OMol25 structures with the same formula, charge and spin comes out at 243.4 kJ/mol.

---

Question: Which formula does entry 3 have?
Answer: C29H30NO4Zn

---

Question: Look up the net charge of the second one.
Answer: -1

---

Question: Look up the molecular weight of the third one.
Answer: 521.95 g/mol

---

Question: What is the net charge in the second record?
Answer: -1